The following is a DFT calculation (ωB97M-V with the def2-TZVPD basis set) of one molecule with the formula C4H8FN.

Each line ends with the Löwdin charge.
CARTESIAN COORDINATES (ANGSTROEM)
C 0.7037 -0.7357 0.4400  -0.236
C -0.2250 0.4333 -0.0051  -0.270
C 0.0508 1.6288 -0.3738  0.042
C -1.6784 -0.1064 0.2368  -0.168
H 2.4705 -0.2511 -0.2904  0.034
H 1.6487 -1.1203 -1.3869  0.062
H 1.0217 -0.5071 1.4670  0.114
H 0.0821 -1.7044 0.5873  0.130
H -0.7027 2.3470 -0.5726  0.059
H 1.0864 1.9428 -0.3645  0.071
H -2.4479 0.6453 0.0573  0.108
H -1.8705 -0.4040 1.2596  0.111
N 1.8658 -1.0121 -0.4213  0.010
F -2.0051 -1.1561 -0.6334  -0.068

Relative energy (zero: lowest compared OMol25 entry of this formula, charge and spin): 26.4 kcal/mol
Structure (SMILES): C=C(CN)CF
HOMO-LUMO gap: 0.3785 Eh
E_tot: -8483.8929 eV
Net charge: 0

---

The following is a DFT calculation (ωB97M-V with the def2-TZVPD basis set) of C4H8FN2 as an isolated structure.

Each line ends with the Löwdin charge.
CARTESIAN COORDINATES (ANGSTROEM)
C -1.1821 0.2110 -0.0415  -0.169
C 1.6047 -0.4657 -0.7984  -0.001
C 1.4902 -0.5366 0.6980  -0.054
C 0.8236 0.5107 -0.0494  -0.257
N -1.7924 1.3522 -0.1295  0.211
N -1.5002 -1.0282 0.0928  0.218
F 0.9668 1.8308 0.1823  0.094
H 2.4744 -0.1011 -1.3277  0.140
H 1.1165 -1.1300 -1.3624  0.074
H 1.0504 -1.2156 1.3457  0.097
H 2.2521 -0.2881 1.3416  0.106
H -1.3383 2.2071 -0.3837  0.128
H -2.7743 1.5190 -0.2567  0.140
H -0.7338 -1.6366 0.3577  0.125
H -2.4576 -1.2287 0.3313  0.148

Relative energy (zero: lowest compared OMol25 entry of this formula, charge and spin): 68.4 kcal/mol
HOMO-LUMO gap: 0.4383 Eh
E_tot: -9965.8595 eV
Net charge: +1

---

The following is a DFT calculation (ωB97M-V with the def2-TZVPD basis set) of one molecule with the formula C4H8FNO.

Each line ends with the Löwdin charge.
CARTESIAN COORDINATES (ANGSTROEM)
C -0.9791 -1.3385 -0.4781  -0.222
C -1.1485 0.0235 0.2655  -0.244
C -0.4595 1.1195 0.5854  -0.009
C 1.1645 1.1234 0.6792  -0.251
H 0.8933 -1.8532 0.2772  0.123
H 0.8980 -1.0962 -1.1688  0.042
H -1.7158 -2.0520 0.0231  0.128
H -1.4871 -1.2729 -1.4825  0.127
H -0.9164 2.1058 0.9000  0.124
H 1.7348 0.5410 1.4720  0.124
H 1.3008 2.1928 1.1044  0.108
H 1.1433 1.2387 -1.3087  0.101
N 0.3847 -1.8675 -0.7140  -0.020
O 1.6981 0.8725 -0.6009  -0.107
F -2.5111 0.2630 0.4463  -0.025

Relative energy (zero: lowest compared OMol25 entry of this formula, charge and spin): 45.8 kcal/mol
Structure (SMILES): NC/C(F)=C\CO
HOMO-LUMO gap: 0.3759 Eh
E_tot: -10530.5194 eV
Net charge: 0

---

The following is a DFT calculation (ωB97M-V with the def2-TZVPD basis set) of a 2-piece molecular cluster, C4H8FP overall.

Each line ends with the Löwdin charge.
CARTESIAN COORDINATES (ANGSTROEM)
C 0.4555 -0.5098 -0.1863  -0.521
C -2.3900 0.6108 0.0027  -0.201
C 2.8581 0.4553 0.2983  -0.411
C -1.8474 -0.6950 -0.2247  -0.117
F 0.9238 -1.7247 -0.2747  -0.018
P 1.1366 0.9857 -0.0191  0.829
H -3.4293 0.5242 0.0575  0.052
H -1.8292 1.2426 -0.7509  0.083
H -1.9764 0.9907 1.0031  0.099
H 3.4018 0.4007 -0.7248  0.057
H 3.5921 1.0164 0.9718  0.056
H 2.7109 -0.5451 0.5520  -0.034
H -1.8036 -1.2793 -1.2039  0.088
H -1.8029 -1.4726 0.4991  0.040

Relative energy (zero: lowest compared OMol25 entry of this formula, charge and spin): 80.2 kcal/mol
HOMO-LUMO gap (spin up / spin down): 0.3433 / 0.3433 Eh
E_tot: -16279.1161 eV
Net charge: 0

---

The following is a DFT calculation (ωB97M-V with the def2-TZVPD basis set) of C4H8IMgNO5Si2 as an isolated structure.

Each line ends with the Löwdin charge.
CARTESIAN COORDINATES (ANGSTROEM)
O 1.4188 3.5713 0.9990  0.262
C 0.9656 2.5494 1.2607  -0.365
N 0.5823 1.4546 1.7000  0.077
Si 0.8345 0.1326 0.6041  0.525
C 2.6177 -0.4382 0.4701  -0.241
C 3.1777 -0.2247 -0.9451  -0.935
O 2.5212 -0.3443 -1.9276  -0.017
I 5.2602 0.2663 -1.0947  0.944
O -0.1883 -1.1528 1.2151  -0.446
Si -1.6198 -1.3543 0.3236  0.580
C -2.7659 0.1159 0.0608  -0.242
O -3.1415 0.0405 -1.3161  -0.224
O -3.4795 1.3372 -1.7565  0.022
H 0.2212 0.4755 -0.6952  0.053
H 3.2455 0.1027 1.1826  0.078
H 2.6793 -1.5202 0.6567  0.081
H -1.1572 -1.8672 -1.0156  0.043
H -2.3504 -2.4853 0.9992  0.033
H -3.6657 0.0276 0.6836  0.115
H -2.2974 1.0892 0.2503  0.108
H -2.7068 1.6730 -2.2393  0.123
Mg -0.1514 -3.4488 0.5841  1.423

HOMO-LUMO gap: 0.0995 Eh
E_tot: -45286.0153 eV
Net charge: +2

---

The following is a DFT calculation (ωB97M-V with the def2-TZVPD basis set) of an isolated ion of composition C4H8IN2 and charge +1.

Each line ends with the Löwdin charge.
CARTESIAN COORDINATES (ANGSTROEM)
C 0.0555 1.2621 0.5580  0.053
C -0.0315 0.7273 -0.7469  -0.179
C 0.7162 -0.5607 -1.1579  -0.119
C 0.0954 -1.6783 -0.2604  -0.446
N 0.2357 -1.5167 1.1080  -0.503
N -0.1588 2.2775 1.2550  0.232
I -1.0540 -2.2704 2.4726  0.828
H -1.1840 0.5008 -0.6918  0.202
H 0.1464 1.3959 -1.5577  0.126
H 0.2724 -0.7558 -2.1507  0.135
H 1.8087 -0.4481 -0.8987  0.150
H -0.8833 -1.9966 -0.5518  0.095
H 0.7331 -2.5056 -0.4453  0.119
H -0.2229 3.2964 0.9400  0.203
H -0.5290 2.2721 2.1275  0.104

Relative energy (zero: lowest compared OMol25 entry of this formula, charge and spin): 138.3 kcal/mol
HOMO-LUMO gap (spin up / spin down): 0.2460 / 0.2935 Eh
E_tot: -15346.1112 eV
Net charge: +1

---

The following is a DFT calculation (ωB97M-V with the def2-TZVPD basis set) of C4H8INS as an isolated structure.

Each line ends with the Löwdin charge.
CARTESIAN COORDINATES (ANGSTROEM)
C -0.0263 1.0739 0.1733  -0.580
C 1.9930 -1.4499 -0.9081  -0.243
C -2.3075 1.8641 0.3151  -0.112
C 2.3405 -0.3074 0.0511  -1.057
N -0.9418 1.7912 -0.2187  -0.138
S 1.5432 1.2271 -0.5853  0.808
I 4.4756 0.1505 0.1127  0.736
H -0.1430 0.1929 1.0023  0.138
H 2.2882 -1.2078 -1.9515  0.069
H 0.9603 -1.6221 -0.9193  0.040
H 2.6196 -2.4360 -0.9077  0.103
H -2.2994 2.9297 0.5293  0.072
H -2.5104 1.2165 1.2429  0.097
H -2.8289 1.5778 -0.5975  0.075
H 1.9251 -0.3327 1.0152  -0.008

Relative energy (zero: lowest compared OMol25 entry of this formula, charge and spin): 31.6 kcal/mol
HOMO-LUMO gap: 0.3356 Eh
E_tot: -24701.9225 eV
Net charge: 0

---

The following is a DFT calculation (ωB97M-V with the def2-TZVPD basis set) of a 2-piece molecular cluster, C4H8IO3P overall.

Each line ends with the Löwdin charge.
CARTESIAN COORDINATES (ANGSTROEM)
C 3.2685 -0.5208 -0.3935  -0.608
C 2.3484 0.3189 -1.3307  -0.414
C -3.1664 0.3145 0.1363  -0.124
C -1.9844 0.7654 0.8902  -0.341
O 0.5973 -2.0048 0.6428  -0.438
O 2.2479 0.1195 -2.4710  0.081
O -0.8571 -0.0724 0.9194  -0.366
P -0.7721 -1.6457 0.3479  0.895
I 4.8126 0.6716 0.5143  0.736
H 3.7301 -1.1936 -1.0435  0.013
H 2.5811 -1.0506 0.2827  0.024
H 1.7971 1.0983 -0.7551  0.112
H -4.1105 1.0114 0.1865  0.135
H -3.0232 0.0822 -0.8534  0.042
H -3.6535 -0.4821 0.5458  0.031
H -2.2484 0.9092 1.8910  0.100
H -1.5675 1.6788 0.4904  0.120

Relative energy (zero: lowest compared OMol25 entry of this formula, charge and spin): 34.2 kcal/mol
Structure (SMILES): CCOP=O.O=CCI
HOMO-LUMO gap: 0.3270 Eh
E_tot: -27808.9929 eV
Net charge: 0

---

The following is a DFT calculation (ωB97M-V with the def2-TZVPD basis set) of C4H8InO3 as an isolated structure.

Each line ends with the Löwdin charge.
CARTESIAN COORDINATES (ANGSTROEM)
H 0.4898 -0.7258 -0.5452  0.141
C 0.7103 0.5557 1.1580  0.091
H 0.5570 -0.2357 1.9013  0.137
H 0.7308 1.5851 1.5376  0.145
C 0.5229 0.3064 -0.1875  0.094
H 0.6188 1.1228 -0.9075  0.147
H -0.5068 0.5452 0.5569  0.259
O 3.6344 0.4733 2.5639  0.442
C 4.4271 0.1280 1.5911  -0.524
O 5.3753 -0.6124 1.8781  0.038
In 6.4794 -1.3650 3.0821  2.258
O 3.9616 0.3215 0.4214  0.182
C 4.2944 -0.6169 -0.6380  0.137
H 5.3747 -0.5780 -0.8080  0.152
H 3.9784 -1.6238 -0.3490  0.146
H 3.7126 -0.2766 -1.4952  0.152

Relative energy (zero: lowest compared OMol25 entry of this formula, charge and spin): 0.0 kcal/mol
Multiplicity: 2
HOMO-LUMO gap (spin up / spin down): 0.1143 / 0.1099 Eh
E_tot: -15530.0844 eV
Net charge: +4

---

The following is a DFT calculation (ωB97M-V with the def2-TZVPD basis set) of C4H8InO4 as an isolated structure.

Each line ends with the Löwdin charge.
CARTESIAN COORDINATES (ANGSTROEM)
In 0.8730 -1.2673 -2.1225  0.907
O -1.3335 -0.0603 -3.7499  -0.420
C -2.0581 0.9735 -3.0986  -0.395
C -1.4963 1.6021 -1.7572  -0.391
O -0.5285 1.0520 -0.9258  -0.264
H -2.9531 0.4954 -2.7007  0.081
H -2.4569 1.8181 -3.6606  0.081
H -2.3125 2.1278 -1.2617  0.087
H -1.0341 2.5153 -2.1320  0.099
O 1.1596 -0.9313 0.8123  -0.316
C 1.7386 -1.5181 1.9751  -0.318
C 1.6519 -0.8292 3.3889  -0.330
O 2.1396 0.5065 3.5044  -0.196
H 2.7948 -1.7754 1.8956  0.100
H 1.2349 -2.4784 2.0858  0.088
H 2.0045 -1.4712 4.1962  0.087
H 0.5762 -0.7594 3.5507  0.099

Relative energy (zero: lowest compared OMol25 entry of this formula, charge and spin): 44.9 kcal/mol
HOMO-LUMO gap: 0.1050 Eh
E_tot: -17632.4182 eV
Net charge: -1